Entry 1:
The following is a DFT calculation (the ωB97M-V functional and the def2-TZVPD basis) of a 6-piece molecular cluster, C40H90ClN5 overall.

```
136
Properties=species:S:1:pos:R:3:forces:R:3:mulliken_spin:R:1
Cl 1.129203 -0.969758 -1.014441 0.178 0.041 0.173 0.00
C 6.509371 2.386564 4.045600 -0.122 1.035 1.002 0.00
C 6.023713 1.447295 3.037988 -1.098 -1.818 -2.102 0.00
C 5.207606 2.205089 1.893248 0.107 -1.929 0.490 0.00
N 4.605914 1.307563 0.749350 0.353 0.671 0.421 -0.04
C 3.836913 0.092993 1.276486 0.943 1.263 -0.612 -0.02
C 3.716845 2.195800 -0.123115 1.235 -0.211 -0.661 0.03
C 4.765124 2.921902 -1.038854 -0.092 0.434 0.827 0.00
C 6.002601 2.028548 -1.094351 0.702 1.128 -1.293 0.00
C 5.651418 0.885190 -0.272929 0.417 -2.615 2.050 0.00
H 6.779325 1.921328 4.993636 0.512 -0.261 -0.323 0.00
H 5.609658 2.925749 4.342065 0.306 0.937 0.020 0.00
H 7.316121 3.002469 3.648228 -0.183 0.321 0.416 0.00
H 5.413635 0.707793 3.556680 -0.700 0.141 -0.172 0.00
H 6.790164 0.786940 2.632295 0.398 0.387 -0.410 0.00
H 5.828072 2.957905 1.407054 -0.163 0.004 0.126 0.00
H 4.309944 2.623489 2.348482 0.205 0.348 -0.006 0.00
H 4.514135 -0.564648 1.821441 0.033 0.142 -0.103 0.00
H 3.482043 -0.359007 0.350274 -0.637 -0.316 0.457 0.01
H 3.067911 0.484236 1.942575 -0.167 -0.264 -0.236 0.02
H 3.116820 1.488140 -0.695211 -0.313 0.148 0.019 -0.01
H 3.111335 2.863705 0.489544 0.044 -0.182 -0.062 0.00
H 4.414324 3.168850 -2.040885 -0.286 0.156 0.343 0.00
H 5.148082 3.795282 -0.510979 -0.754 0.513 -0.375 0.00
H 6.314587 1.802215 -2.113922 -0.440 -0.541 -0.024 0.00
H 6.900547 2.541833 -0.750349 -0.192 0.134 0.473 0.00
H 5.241342 0.019496 -0.793051 -0.295 0.250 -0.276 0.00
H 6.476374 0.469554 0.305685 0.152 0.057 -0.011 0.00
C -8.644300 -0.790747 -0.612054 -0.502 -0.414 -0.322 0.00
C -7.396378 -0.890956 -1.491020 0.165 0.377 0.575 -0.01
C -6.192553 -1.364820 -0.668776 1.317 1.359 -0.357 0.27
N -4.883374 -1.489753 -1.492676 -0.485 -0.092 -0.987 -0.91
C -4.955884 -2.765887 -2.350079 0.916 1.528 1.251 0.11
C -3.528171 -1.426354 -0.702447 -1.758 0.272 0.320 0.24
C -2.556090 -0.724895 -1.562916 1.892 0.134 -2.773 -0.82
C -3.265839 -0.280857 -2.899646 -1.285 -0.558 2.344 -0.07
C -4.752419 -0.286405 -2.427136 0.653 -0.161 -0.747 0.52
H -8.591348 -0.234765 0.323987 0.778 0.033 -0.027 0.00
H -9.012997 -1.784173 -0.356563 -0.320 0.090 -0.124 0.00
H -9.362897 -0.215282 -1.195629 -0.391 -0.463 0.030 0.00
H -7.299985 0.124248 -1.875927 0.758 0.019 0.065 0.02
H -7.552099 -1.494346 -2.385321 -0.312 -0.327 0.215 0.01
H -6.358926 -2.268713 -0.082774 0.059 -0.079 -0.283 0.07
H -5.873392 -0.560965 -0.005410 -0.491 0.028 0.518 -0.01
H -3.944252 -2.792631 -2.755020 -0.329 -0.657 -0.443 0.00
H -5.736945 -2.614814 -3.095203 0.163 -0.371 0.125 0.01
H -5.121130 -3.565857 -1.628376 -0.119 -0.186 -0.467 0.01
H -3.283013 -2.393626 -0.263844 -0.076 -0.021 -0.402 0.21
H -3.662340 -0.708520 0.106764 -0.762 -0.051 0.723 0.45
H -1.675454 -1.303783 -1.841257 -0.062 -0.463 0.098 -0.06
H -2.068131 0.138081 -1.109862 -0.509 0.306 0.581 0.56
H -3.073964 -1.055687 -3.641893 -0.131 0.505 -0.380 0.02
H -3.054560 0.747238 -3.193734 0.414 -0.160 -0.258 -0.05
H -5.440704 -0.288591 -3.272339 -0.155 -0.704 0.137 0.08
H -5.027768 0.623333 -1.893597 0.442 -0.075 0.495 -0.23
C 4.155037 -7.289920 0.806002 -0.559 0.019 -0.001 0.00
C 3.443815 -5.958019 0.655701 -0.259 0.934 1.200 0.00
C 2.274303 -5.813274 1.699492 0.201 -0.377 -1.346 0.00
N 1.471525 -4.549138 1.618385 -1.869 0.124 1.093 -0.01
C 2.326158 -3.301964 1.991248 -0.600 -1.182 -2.064 -0.01
C 0.583261 -4.507611 0.287464 1.467 -0.331 0.228 0.00
C -0.827124 -4.050009 0.580179 -0.034 -0.300 1.687 -0.07
C -0.810910 -3.785456 2.122687 0.671 -0.108 1.072 -0.10
C 0.369968 -4.680767 2.741778 -0.478 1.271 -1.805 0.01
H 4.267975 -7.401045 1.884417 0.496 -0.481 -0.074 0.00
H 5.117353 -7.231304 0.297480 -0.034 -0.238 0.211 0.00
H 3.587261 -8.135163 0.417032 0.029 0.008 0.034 0.00
H 3.100753 -5.710957 -0.348977 -0.215 -0.266 -0.018 0.00
H 4.236448 -5.242837 0.875573 -0.206 0.494 0.099 0.00
H 2.487281 -5.924199 2.762705 0.836 -0.027 -0.142 0.00
H 1.555539 -6.604643 1.486838 -0.023 -0.086 -0.048 0.00
H 2.700905 -2.906614 1.047123 0.094 -0.003 -0.038 0.00
H 3.168307 -3.704909 2.553854 -0.342 0.465 0.474 0.00
H 1.682518 -2.522179 2.398386 0.193 -0.372 0.437 0.02
H 1.129803 -3.914663 -0.445889 -0.115 0.172 0.154 0.01
H 0.519049 -5.536697 -0.066021 0.532 -0.014 0.160 0.00
H -1.081537 -3.210923 -0.067370 -0.064 0.185 0.459 0.06
H -1.522283 -4.873981 0.419158 0.047 0.054 -0.326 0.02
H -0.715161 -2.717557 2.318955 0.878 0.138 -0.063 0.15
H -1.701999 -3.950141 2.728433 -0.366 -0.687 -0.602 -0.03
H 0.786552 -4.425518 3.716156 0.035 0.702 -0.232 -0.01
H 0.117246 -5.731610 2.883049 -0.283 -0.022 -0.693 0.00
C 0.660886 3.769028 -1.589492 -0.184 -0.269 -0.184 0.07
C 0.937252 2.569616 -2.537878 0.116 0.832 0.719 -0.09
C 0.044037 2.639267 -3.777694 0.742 -0.855 -0.535 0.21
N 0.386775 1.593072 -4.843351 0.002 -1.321 -1.007 -0.05
C 1.767671 1.735795 -5.432766 0.438 -0.838 1.012 0.00
C -0.627532 1.590217 -6.014480 -1.124 -1.025 0.898 0.00
C -1.179226 0.150163 -6.145423 0.567 -0.068 -0.944 0.00
C -0.138564 -0.766293 -5.492294 -0.682 2.191 0.704 0.00
C 0.286893 0.154192 -4.292240 -0.369 -0.771 0.256 -0.06
H 0.950232 4.745443 -1.978065 0.374 -0.127 -0.032 -0.01
H 1.145397 3.550964 -0.637761 0.234 0.313 -0.033 0.00
H -0.391114 3.890098 -1.331176 -0.227 -0.339 -0.191 0.00
H 0.866369 1.687203 -1.901931 -0.853 -0.500 -0.449 0.02
H 2.004344 2.536181 -2.757685 0.081 0.446 -0.559 -0.02
H 0.123809 3.570015 -4.339335 0.033 0.257 0.397 0.03
H -1.000685 2.467646 -3.518450 -0.012 0.007 0.027 -0.08
H 2.066803 2.749416 -5.699579 -0.408 -0.070 0.027 0.00
H 1.899484 1.030272 -6.253111 -0.415 0.373 -0.258 0.00
H 2.415592 1.300097 -4.672196 0.333 0.608 0.047 0.00
H -0.134937 1.839220 -6.954403 -0.146 0.684 0.430 0.00
H -1.500284 2.158625 -5.693047 0.523 0.855 -0.511 0.01
H -1.286915 -0.070292 -7.207453 0.020 -0.049 -0.052 0.00
H -2.176997 -0.016864 -5.739651 0.147 0.398 0.388 0.00
H 0.706695 -0.862634 -6.173726 -0.069 -0.702 0.186 0.00
H -0.698289 -1.666620 -5.238854 0.960 -0.274 0.291 0.00
H 1.171271 -0.182300 -3.751181 0.359 0.396 -0.330 0.01
H -0.429811 0.217721 -3.473463 -0.481 -0.206 -0.307 0.07
C -2.691540 5.850692 5.187032 -0.430 0.272 -1.245 0.00
C -2.490845 4.368110 4.908139 -0.380 -1.487 0.598 0.02
C -2.350997 3.970795 3.455927 0.140 -1.284 -0.388 0.04
N -2.009313 2.441593 3.234369 -0.151 -0.828 0.084 -0.77
C -3.145008 1.459669 3.677102 0.940 1.806 0.736 0.36
C -0.679088 2.086232 3.922388 0.107 -0.846 -1.792 0.12
C -0.199404 0.859909 3.060403 -0.005 0.234 0.131 0.11
C -0.512720 1.261106 1.631537 -0.131 1.175 -0.341 -0.39
C -1.749502 2.150305 1.733670 -0.203 0.301 0.148 0.05
H -2.342609 6.215442 6.153110 0.172 -0.306 -0.200 0.00
H -3.719192 6.190692 5.058852 -0.195 -0.364 0.224 0.00
H -2.202534 6.355141 4.353658 0.501 0.514 0.348 0.00
H -3.292667 3.720131 5.262119 -0.239 0.358 0.617 0.01
H -1.596880 4.011815 5.419980 0.141 0.138 0.106 0.00
H -1.500688 4.515322 3.045351 -0.189 -0.100 -0.578 0.02
H -3.265735 4.034640 2.866632 0.100 0.691 -0.007 0.00
H -2.915289 0.433848 3.388972 0.019 0.281 -0.212 -0.16
H -4.087462 1.822639 3.267067 0.167 -0.199 -0.240 0.06
H -3.169288 1.574421 4.760768 -0.180 -0.334 0.027 0.05
H -0.759612 1.893227 4.992135 -0.257 0.138 -0.178 -0.02
H -0.079776 2.966671 3.690557 0.344 -0.131 0.408 0.01
H -0.761019 -0.026484 3.355353 -0.220 0.007 -0.031 0.02
H 0.838563 0.528707 3.092668 0.184 0.533 0.679 0.00
H -0.571946 0.467054 0.887177 -0.443 -0.335 0.306 0.00
H 0.214227 1.930024 1.170884 0.781 -0.159 0.464 0.06
H -2.588564 1.643460 1.257025 -0.635 0.082 0.356 0.62
H -1.630527 3.109698 1.230176 0.059 -0.013 0.077 0.24
```
Positions in Å, forces in eV/Å.

Properties
**Multiplicity**: 2
**Frontier orbital gap (spin up / spin down)**: 2.77 / 9.07 eV
**DFT total energy**: -62884.5161 eV
**LUMO level (spin up / spin down)**: -5.563 / -5.713 eV
**Net charge**: +3


Entry 2:
The following is a DFT calculation (the ωB97M-V functional and the def2-TZVPD basis) of a 2-piece molecular cluster, C6H7O overall.

```
14
Properties=species:S:1:pos:R:3:forces:R:3:nbo_charge:R:1
O -0.889786 3.945571 1.475500 0.801 -2.775 -2.720 -1.38
H -1.074786 4.564571 2.107500 -0.768 2.525 2.615 0.39
C 0.561214 -2.071429 -0.603500 -0.480 4.181 0.453 -0.23
C 1.528214 -1.140429 0.048500 -5.245 0.859 -1.773 -0.23
C 1.033214 0.218571 0.266500 3.039 -2.489 0.757 -0.19
C -0.254786 0.581571 -0.080500 -0.162 -0.165 1.246 -0.24
C -1.212786 -0.218429 -0.660500 0.930 -2.832 -1.590 -0.21
C -0.782786 -1.620429 -1.051500 5.080 5.329 4.545 -0.22
H 0.935214 -3.056429 -0.797500 -0.280 -0.539 -0.210 0.19
H 2.444214 -1.555429 0.358500 1.116 0.035 0.393 0.20
H 1.723214 0.921571 0.845500 -1.313 -0.821 -0.994 0.23
H -0.612786 1.456571 0.410500 -0.108 1.342 -0.242 0.28
H -2.170786 0.345571 -0.826500 0.703 -1.505 -0.073 0.23
H -1.226786 -2.371429 -1.492500 -3.313 -3.146 -2.405 0.18
```
Positions in Å, forces in eV/Å.

Properties
**Frontier orbital gap**: 5.63 eV
**DFT total energy**: -8380.5145 eV
**LUMO level**: 3.450 eV
**Net charge**: -1
**Energy relative to the best compared isomer or geometry (same formula, charge and spin)**: 0.000 eV


Entry 3:
The following is a DFT calculation (the ωB97M-V functional and the def2-TZVPD basis) of a 2-piece molecular cluster, C9H14 overall.

```
23
Properties=species:S:1:pos:R:3:forces:R:3:nbo_charge:R:1
C -2.299208 2.084436 1.734843 0.132 -0.056 -0.078 -0.63
C -1.288375 1.029898 1.373946 0.319 -0.154 0.134 -0.01
C -1.339107 0.330677 0.175823 0.129 0.369 0.198 -0.22
C -0.363755 -0.616191 -0.143442 -0.958 0.429 -0.227 -0.20
C 0.646898 -0.895998 0.752970 0.145 -0.383 -0.238 -0.23
C 0.714441 -0.206476 1.956324 -0.135 0.146 0.062 -0.19
C -0.243237 0.743628 2.259252 -0.304 0.444 -0.189 -0.22
H -1.805169 2.974238 2.111829 0.120 0.098 0.214 0.22
H -2.975004 1.717843 2.507667 -0.099 0.060 -0.024 0.22
H -2.872397 2.411658 0.873836 -0.205 -0.151 -0.133 0.21
H -2.130385 0.605033 -0.512681 0.053 -0.276 -0.172 0.21
H -0.475945 -1.092234 -1.112181 0.381 -0.228 0.154 0.21
H 1.364659 -1.667055 0.497267 0.118 0.121 0.125 0.21
H 1.514406 -0.380181 2.656911 0.159 -0.150 0.054 0.21
H -0.190609 1.352825 3.157545 0.163 -0.273 0.087 0.21
C 1.615506 -1.789433 -3.496936 -0.419 0.476 -0.217 -0.62
C 2.110044 -0.354877 -3.202681 -0.058 -0.477 0.400 -0.62
H 0.571561 -1.803526 -3.806546 -0.140 0.111 0.038 0.20
H 2.155043 -2.197826 -4.347049 0.187 -0.301 0.159 0.21
H 1.672968 -2.450987 -2.633229 0.272 -0.022 -0.089 0.20
H 1.350375 0.410706 -3.323154 -0.199 -0.024 -0.137 0.21
H 2.451680 -0.274147 -2.169304 0.115 0.052 -0.084 0.21
H 2.934039 -0.113203 -3.860653 0.224 0.192 -0.037 0.20
```
Positions in Å, forces in eV/Å.

Properties
**Structure (SMILES)**: Cc1ccccc1.CC
**Frontier orbital gap**: 10.07 eV
**DFT total energy**: -9559.9396 eV
**LUMO level**: 1.010 eV
**Energy relative to the best compared isomer or geometry (same formula, charge and spin)**: 0.242 eV